[1]
A molecular structure, C29H62LiNO29P at a distorted geometry. Source: OMol25; level of theory: the ωB97M-V functional and the def2-TZVPD basis.

## Properties
Kohn-Sham gap in eV: 4.64
Energy above the lowest of the compared OMol25 structures with the same formula, charge and spin in eV: 1.809
F_max in Eh/bohr: 0.2638
E_tot in Ha: -3727.3242
Charge: -1

Cartesian coordinates (Å):
C (-1.12784, 1.16785, 0.74566)
N (-1.23725, 0.00172, -0.21868)
C (-2.56935, -0.59711, 0.00630)
C (-1.10685, 0.44051, -1.68776)
C (-0.29514, -1.02511, 0.25513)
C (1.10818, -0.55490, 0.59734)
O (1.77858, -1.68865, 1.01265)
H (-2.20785, 1.76967, 0.58484)
H (-0.31450, 1.77547, 0.69503)
H (-1.09257, 0.86348, 1.92728)
H (-3.38934, -0.15274, -0.64234)
H (-2.91575, -1.11133, 0.84946)
H (-2.63979, -1.55184, -0.63883)
H (-0.26776, 1.08229, -1.97006)
H (-2.31269, 0.67739, -2.04310)
H (-1.15015, -0.52685, -2.30169)
H (-0.24365, -1.80623, -0.71283)
H (-0.60647, -1.71524, 1.11686)
H (0.86197, 0.12615, 1.40754)
H (1.46667, 0.17547, -0.10720)
H (1.40376, -1.76521, 1.93302)
Li (2.02114, -0.89997, 4.38155)
P (-0.09515, -0.95861, 3.97066)
O (0.68610, 0.22855, 3.66066)
O (0.97317, -1.90560, 3.22845)
O (-1.47821, -1.04741, 3.55529)
O (0.43497, -1.25601, 5.21342)
C (6.00082, -0.83483, 6.35802)
O (5.98942, -0.16280, 5.14394)
C (4.80471, -0.06755, 4.50249)
O (3.84353, -0.52241, 5.01947)
O (4.93895, 0.70727, 3.41861)
C (3.74860, 1.10622, 2.73179)
H (7.12482, -1.05753, 6.75299)
H (5.63921, -1.68023, 6.13014)
H (5.47807, -0.55141, 7.20926)
H (4.21237, 1.78399, 1.93275)
H (2.90069, 1.66000, 3.14109)
H (3.22708, 0.18431, 2.23368)
C (1.28751, 1.07027, -6.79545)
O (1.55357, -0.33529, -6.45995)
C (1.22365, -0.76454, -5.21919)
O (0.56779, -0.11615, -4.34310)
O (1.84447, -1.96093, -4.79739)
C (1.55227, -2.41524, -3.43176)
H (0.78167, 1.15709, -7.84053)
H (2.15147, 1.61845, -6.72351)
H (0.60599, 1.34124, -6.06885)
H (1.73210, -3.48740, -3.52327)
H (0.42793, -2.24728, -3.19195)
H (2.26532, -1.84345, -2.84725)
C (-5.28024, 2.27873, -0.03527)
O (-5.25918, 1.16643, -0.91546)
C (-6.02523, 0.91800, -1.90502)
O (-6.97362, 1.65039, -2.31966)
O (-5.78431, -0.07750, -2.84816)
C (-6.68341, -0.58247, -3.80076)
H (-6.39946, 2.36380, 0.32797)
H (-4.95840, 3.32235, -0.41039)
H (-4.92210, 2.15096, 0.81158)
H (-7.42991, -1.22256, -3.10028)
H (-6.19617, -1.08383, -4.59440)
H (-7.21851, 0.20408, -4.26321)
C (-2.26053, 1.77717, 4.54107)
O (-2.97332, 3.07981, 4.63270)
C (-3.35890, 3.65390, 3.57180)
O (-3.09997, 3.19282, 2.46953)
O (-3.95074, 4.80893, 3.69410)
C (-4.20466, 5.81812, 2.73571)
H (-2.46123, 1.00619, 4.06560)
H (-1.70775, 1.52080, 5.29629)
H (-1.46025, 2.00062, 3.93958)
H (-5.06458, 5.30918, 2.25002)
H (-3.22162, 5.87631, 2.21672)
H (-4.32711, 6.73184, 3.22001)
C (4.38295, 5.16661, 0.49612)
O (3.49340, 5.22764, 1.66130)
C (2.35100, 4.49894, 1.62848)
O (2.19229, 3.58646, 0.78103)
O (1.45494, 4.72779, 2.57649)
C (0.44182, 3.77088, 2.86895)
H (5.27916, 5.40723, 1.00272)
H (4.17539, 5.95314, -0.17603)
H (4.52811, 4.33712, -0.10066)
H (-0.27333, 4.31282, 3.47633)
H (0.80240, 2.87478, 3.17318)
H (-0.14906, 3.76410, 2.03960)
C (-0.26346, 4.41457, -1.21623)
O (-0.38901, 5.03168, -2.55503)
C (-1.08453, 4.38421, -3.45962)
O (-1.70659, 3.30490, -3.20269)
O (-1.14751, 5.08144, -4.70712)
C (-2.01199, 4.64895, -5.70683)
H (0.24698, 3.50873, -1.44479)
H (-1.22016, 3.93286, -0.82930)
H (0.37210, 5.09382, -0.56267)
H (-2.74551, 4.21910, -5.18545)
H (-1.43401, 3.95960, -6.47798)
H (-2.56024, 5.53271, -6.17915)
C (4.64710, -7.39347, -3.47934)
O (4.40270, -7.12425, -2.04591)
C (3.66226, -5.98055, -1.74493)
O (3.41022, -5.25225, -2.62490)
O (3.32444, -5.85332, -0.55711)
C (2.73091, -4.61192, -0.09422)
H (5.43178, -6.66365, -3.87297)
H (3.97884, -7.44718, -4.32626)
H (5.12912, -8.48368, -3.80745)
H (2.83516, -4.55727, 0.92681)
H (1.77373, -4.56617, -0.43783)
H (3.40404, -3.67388, -0.41981)
C (-0.80259, -4.49261, 2.33274)
O (-0.61474, -5.74527, 1.84346)
C (-0.83155, -6.13483, 0.57811)
O (-1.03926, -5.21144, -0.22282)
O (-0.50812, -7.37440, 0.25697)
C (-0.50273, -7.95131, -1.01459)
H (-0.35968, -3.78356, 1.75885)
H (-0.23943, -4.34318, 3.20853)
H (-1.77734, -4.19282, 2.73299)
H (-1.33032, -7.76617, -1.82188)
H (-0.17962, -8.94018, -1.06539)
H (0.35488, -7.38839, -1.73446)

[2]
2 unconnected molecules or ions with the total composition C5H12FP at a distorted geometry. Source: OMol25; level of theory: the ωB97M-V functional and the def2-TZVPD basis.

## Properties
Kohn-Sham gap in eV: 7.76
Energy above the lowest of the compared OMol25 structures with the same formula, charge and spin in eV: 3.996
F_max in Eh/bohr: 0.0998
E_tot in Ha: -638.7568
Charge: 0

Cartesian coordinates (Å):
C (-1.58162, 0.25167, 0.38096)
C (-2.37636, -1.56750, -0.15053)
C (0.79556, 2.07518, 0.36709)
C (1.02293, -0.66880, 1.36430)
C (1.16700, -0.08733, -1.52394)
F (-2.31025, 1.13437, -0.36360)
P (0.14391, 0.42209, 0.02053)
H (-3.45411, -1.53334, -0.05302)
H (-1.87055, -2.25971, 0.59112)
H (-2.00430, -1.85001, -1.07108)
H (1.29030, 2.12821, 1.34853)
H (1.54747, 2.11108, -0.43207)
H (0.25436, 2.94723, 0.13567)
H (1.60961, -1.39990, 0.83799)
H (1.69488, -0.07917, 1.95884)
H (0.22954, -1.14821, 1.90313)
H (2.23138, -0.24140, -1.31576)
H (0.64217, -1.02260, -1.89779)
H (0.96807, 0.78813, -2.10037)